No. 1
{"formula": "C31H29N6O5PW", "method": "the ωB97M-V functional and the def2-TZVPD basis", "elements": ["W", "N", "C", "C", "O", "O", "H", "H", "H", "H", "O", "C", "O", "C", "C", "C", "C", "C", "C", "P", "C", "C", "C", "C", "C", "C", "C", "C", "C", "C", "C", "C", "H", "H", "H", "H", "H", "H", "H", "H", "H", "H", "H", "H", "H", "H", "N", "C", "O", "C", "C", "C", "N", "C", "C", "H", "H", "H", "H", "H", "H", "N", "C", "C", "N", "C", "C", "N", "H", "H", "H", "H", "H"], "positions_angstrom": [[0.1243, 0.2209, -0.2890], [-0.2501, 2.4091, -0.2850], [-1.6927, 2.6804, -0.5296], [-2.5475, 1.4493, -0.2675], [-3.7342, 1.4813, -0.2171], [-1.8388, 0.2986, -0.1423], [0.0154, 2.7755, 0.6321], [0.3205, 2.9164, -0.9567], [-1.8363, 2.9591, -1.5735], [-2.0512, 3.5058, 0.0819], [3.8160, -0.7275, -0.0245], [2.8983, -0.4318, 0.6762], [1.9681, 0.4673, 0.1974], [2.6672, -0.9589, 2.0542], [3.7267, -1.7040, 2.5639], [3.6429, -2.2982, 3.8133], [2.4824, -2.1665, 4.5546], [1.4160, -1.4287, 4.0558], [1.4920, -0.8020, 2.8152], [0.0707, 0.1935, 2.2694], [0.3803, 1.9039, 2.7778], [-0.7093, 2.7762, 2.8971], [-0.4937, 4.1223, 3.1515], [0.8035, 4.6056, 3.2897], [1.8833, 3.7421, 3.1800], [1.6763, 2.3932, 2.9194], [-1.4058, -0.3047, 3.1696], [-2.4274, -1.0332, 2.5652], [-3.5419, -1.4127, 3.2988], [-3.6466, -1.0613, 4.6358], [-2.6437, -0.3141, 5.2417], [-1.5319, 0.0704, 4.5130], [4.6161, -1.8128, 1.9588], [4.4773, -2.8688, 4.1974], [2.3971, -2.6359, 5.5254], [0.5149, -1.3562, 4.6472], [-1.7250, 2.4045, 2.8185], [-1.3392, 4.7887, 3.2604], [0.9683, 5.6544, 3.4968], [2.8906, 4.1154, 3.3067], [2.5257, 1.7259, 2.8438], [-2.3968, -1.2553, 1.5079], [-4.3388, -1.9643, 2.8188], [-4.5212, -1.3515, 5.2025], [-2.7327, -0.0236, 6.2797], [-0.7673, 0.6707, 4.9912], [0.0871, 1.1710, -7.5249], [-0.3811, 0.1672, -6.7590], [-0.8259, -0.8802, -7.1683], [-0.3048, 0.3538, -5.2568], [-1.3127, -0.2178, -4.4894], [-1.2181, -0.1812, -3.1170], [-0.1657, 0.3821, -2.4931], [0.8111, 0.9372, -3.2329], [0.7712, 0.9527, -4.6124], [0.0465, 1.0627, -8.5264], [0.3252, 2.0716, -7.1502], [-2.1482, -0.7103, -4.9673], [-1.9832, -0.6048, -2.4791], [1.6598, 1.3503, -2.6972], [1.5917, 1.3936, -5.1623], [-0.7977, -5.2295, 0.0107], [-0.0852, -4.2211, -0.5169], [-0.2725, -2.8866, -0.0933], [0.4698, -1.9121, -0.6094], [1.4055, -2.2164, -1.5306], [1.5321, -3.5252, -1.9610], [0.8021, -4.5122, -1.4699], [-1.4845, -5.0814, 0.7269], [-0.6490, -6.1628, -0.3357], [-1.0150, -2.6210, 0.6454], [2.0343, -1.4223, -1.9067], [2.2531, -3.7769, -2.7288]], "forces_ev_per_angstrom": [[-0.40, 0.14, 0.16], [0.05, -0.02, 0.07], [0.05, 0.08, -0.01], [-0.04, -0.19, 0.04], [0.00, 0.06, 0.00], [0.17, 0.06, -0.17], [-0.01, 0.04, -0.01], [-0.01, 0.01, -0.01], [-0.02, -0.01, -0.01], [-0.02, -0.01, 0.01], [0.09, -0.06, 0.04], [-0.15, 0.25, -0.09], [-0.07, -0.12, -0.12], [0.06, -0.05, -0.06], [-0.02, -0.03, 0.03], [0.01, 0.01, -0.01], [-0.01, 0.01, 0.00], [0.02, -0.01, 0.00], [0.03, -0.01, 0.07], [0.00, -0.13, -0.17], [0.00, 0.06, 0.02], [0.02, 0.01, 0.01], [0.02, 0.00, 0.00], [-0.05, 0.01, 0.00], [0.02, -0.02, 0.00], [0.01, 0.01, 0.01], [0.02, 0.07, 0.13], [-0.03, -0.04, -0.09], [-0.01, 0.01, 0.03], [-0.01, 0.00, -0.02], [0.01, 0.00, -0.01], [-0.01, -0.03, 0.03], [0.00, 0.01, 0.00], [0.00, 0.00, 0.00], [0.00, 0.00, 0.00], [-0.01, 0.02, 0.00], [-0.01, -0.03, -0.01], [0.01, 0.01, 0.00], [0.00, 0.00, 0.00], [0.00, -0.01, -0.01], [0.00, 0.01, 0.00], [0.04, -0.02, 0.02], [0.00, 0.00, -0.01], [0.01, 0.00, 0.01], [0.00, 0.00, 0.00], [0.02, 0.00, -0.01], [0.07, 0.02, 0.03], [-0.07, -0.10, 0.01], [-0.01, 0.04, -0.03], [0.06, 0.04, -0.02], [-0.03, -0.05, 0.06], [-0.01, 0.04, 0.00], [0.28, -0.02, 0.18], [0.01, -0.02, -0.07], [-0.02, 0.01, 0.05], [-0.02, 0.00, 0.00], [-0.01, 0.01, -0.03], [0.02, 0.00, -0.03], [0.00, -0.02, -0.02], [-0.01, 0.01, 0.01], [0.00, -0.02, 0.00], [0.00, 0.03, -0.01], [-0.08, 0.00, 0.09], [0.05, 0.00, -0.05], [-0.02, 0.11, -0.06], [-0.08, -0.09, -0.04], [0.05, 0.00, 0.09], [0.04, -0.01, -0.05], [-0.01, -0.02, 0.00], [0.01, 0.00, -0.01], [-0.02, 0.00, 0.02], [0.02, -0.01, -0.01], [0.01, -0.02, 0.02]], "s2": 2.013, "e_tot_ha": -2311.54334, "spin_multiplicity": 3, "charge": 2}

=====

No. 2
{"formula": "C27H62N3O6", "method": "the ωB97M-V functional and the def2-TZVPD basis", "elements": ["N", "C", "C", "O", "C", "C", "C", "C", "N", "N", "C", "H", "H", "H", "H", "H", "H", "H", "H", "H", "H", "H", "H", "C", "C", "O", "C", "C", "H", "H", "H", "H", "H", "H", "H", "H", "H", "H", "C", "C", "O", "C", "C", "H", "H", "H", "H", "H", "H", "H", "H", "H", "H", "C", "C", "O", "C", "C", "H", "H", "H", "H", "H", "H", "H", "H", "H", "H", "C", "C", "O", "C", "C", "H", "H", "H", "H", "H", "H", "H", "H", "H", "H", "C", "C", "O", "C", "C", "H", "H", "H", "H", "H", "H", "H", "H", "H", "H"], "positions_angstrom": [[0.0307, 0.3243, 1.7926], [-0.1135, -1.0790, 2.1650], [1.0858, -1.4780, 3.0087], [0.9766, -1.0130, 4.3355], [1.2793, -2.9919, 3.1348], [1.4075, -3.6851, 1.8241], [2.3422, -3.3192, 0.8771], [2.3832, -4.0149, -0.3202], [1.5253, -5.0132, -0.5133], [0.6223, -5.4191, 0.3492], [0.5640, -4.7727, 1.4888], [0.9333, 0.4816, 1.3533], [-0.6701, 0.6054, 1.1172], [-1.0036, -1.1537, 2.8006], [-0.2655, -1.7553, 1.3087], [1.9953, -1.0381, 2.5674], [0.6554, -0.1020, 4.2978], [2.1997, -3.1664, 3.7034], [0.4575, -3.4064, 3.7221], [3.0396, -2.5079, 1.0450], [3.0759, -3.8031, -1.1240], [1.5281, -5.5381, -1.3818], [-0.1912, -5.1249, 2.1814], [3.3942, 1.5237, 3.0776], [4.1160, 0.4038, 3.8058], [5.5103, 0.3635, 3.5690], [6.2414, 1.5216, 3.9551], [6.1403, 1.8529, 5.4322], [3.5845, 1.4641, 2.0031], [2.3170, 1.4609, 3.2467], [3.7189, 2.5074, 3.4156], [3.7576, -0.5639, 3.4480], [3.9001, 0.4337, 4.8792], [5.9442, 2.3812, 3.3450], [7.2739, 1.2873, 3.6961], [5.1252, 2.1220, 5.7273], [6.7826, 2.7045, 5.6584], [6.4625, 1.0071, 6.0406], [-5.7352, -1.6646, 2.3214], [-4.3240, -1.7629, 2.8679], [-3.7472, -0.5192, 3.2246], [-4.4059, 0.1949, 4.2633], [-4.4599, -0.5450, 5.5871], [-5.7455, -0.9893, 1.4640], [-6.0770, -2.6455, 1.9889], [-6.4535, -1.2974, 3.0542], [-3.6689, -2.1460, 2.0812], [-4.2730, -2.4709, 3.7032], [-5.4125, 0.4873, 3.9469], [-3.8265, 1.1118, 4.3717], [-5.0577, -1.4552, 5.5283], [-4.9138, 0.0953, 6.3439], [-3.4563, -0.8131, 5.9211], [-5.8581, 0.6363, -3.3134], [-5.0739, -0.4189, -2.5563], [-3.6872, -0.1346, -2.4259], [-3.3662, 1.0942, -1.7975], [-3.8961, 1.2197, -0.3800], [-5.4252, 0.8019, -4.3018], [-6.8911, 0.3090, -3.4359], [-5.8770, 1.5925, -2.7890], [-5.1048, -1.3657, -3.0966], [-5.5251, -0.5970, -1.5724], [-3.6968, 1.9420, -2.4068], [-2.2747, 1.1178, -1.7898], [-4.9860, 1.2391, -0.3459], [-3.5374, 2.1456, 0.0719], [-3.5551, 0.3813, 0.2321], [-3.7471, 1.8932, -8.9317], [-3.5098, 2.4221, -7.5286], [-3.7234, 1.4651, -6.5030], [-2.9114, 0.3063, -6.5517], [-1.4214, 0.5859, -6.4530], [-4.7557, 1.4887, -9.0243], [-3.6328, 2.7039, -9.6522], [-3.0374, 1.1108, -9.2036], [-4.2193, 3.2197, -7.3083], [-2.5060, 2.8551, -7.4495], [-3.1296, -0.2826, -7.4501], [-3.2295, -0.2863, -5.6925], [-1.0514, 1.1591, -7.3037], [-0.8729, -0.3571, -6.4287], [-1.1982, 1.1422, -5.5413], [4.5620, 2.2081, -2.4774], [5.2761, 2.8013, -1.2760], [5.1389, 2.0407, -0.0846], [5.6459, 0.7198, -0.1274], [7.1309, 0.6221, -0.4288], [3.5007, 2.0694, -2.2641], [4.6552, 2.8835, -3.3282], [4.9843, 1.2473, -2.7754], [4.8453, 3.7717, -1.0305], [6.3333, 2.9688, -1.5063], [5.0723, 0.1139, -0.8436], [5.4552, 0.3176, 0.8701], [7.3772, 0.9931, -1.4242], [7.4503, -0.4197, -0.3764], [7.7038, 1.1941, 0.3015]], "forces_ev_per_angstrom": [[0.25, -0.06, -0.14], [-0.39, 0.21, 0.12], [0.16, 0.05, 0.06], [-0.03, 0.07, -0.07], [0.00, -0.04, 0.16], [-0.22, -0.18, 0.05], [0.23, 0.04, -0.29], [-0.07, -0.01, 0.11], [0.18, 0.19, 0.01], [-0.17, -0.09, 0.13], [0.11, 0.12, -0.04], [-0.06, 0.03, -0.01], [-0.14, 0.06, 0.21], [-0.01, -0.17, -0.13], [0.17, 0.00, 0.01], [-0.10, -0.12, -0.18], [0.01, 0.00, 0.02], [-0.06, 0.04, 0.03], [0.00, -0.01, -0.08], [-0.02, -0.04, -0.01], [-0.04, -0.01, 0.03], [0.01, 0.01, 0.02], [0.03, 0.00, -0.05], [0.03, -0.03, -0.12], [0.00, -0.01, 0.07], [0.00, -0.05, -0.07], [0.05, 0.03, -0.03], [-0.02, -0.03, 0.00], [0.01, 0.08, 0.00], [0.00, -0.02, 0.03], [-0.02, 0.00, 0.02], [0.01, -0.02, 0.05], [0.02, 0.04, 0.00], [-0.03, -0.01, 0.00], [0.00, 0.01, 0.00], [0.01, 0.02, -0.01], [0.01, -0.01, 0.00], [-0.01, 0.00, 0.00], [-0.03, 0.11, -0.09], [0.08, -0.08, -0.08], [0.10, -0.02, 0.00], [0.00, 0.06, 0.01], [0.03, -0.03, -0.01], [-0.06, 0.00, 0.00], [0.02, -0.01, 0.00], [0.04, -0.03, 0.05], [0.00, -0.05, 0.03], [-0.04, 0.04, 0.02], [0.00, -0.03, -0.01], [-0.02, 0.00, 0.01], [-0.02, 0.02, 0.00], [0.01, 0.01, 0.00], [0.00, 0.00, 0.00], [0.08, 0.04, -0.09], [-0.04, -0.03, -0.02], [0.03, -0.04, 0.02], [0.03, 0.03, -0.01], [0.03, -0.09, 0.04], [-0.01, 0.02, 0.00], [0.01, -0.02, -0.01], [-0.03, -0.02, 0.03], [-0.03, 0.00, 0.00], [0.04, 0.03, 0.02], [-0.03, -0.03, -0.02], [0.00, 0.03, 0.00], [0.00, 0.03, -0.02], [0.01, 0.00, 0.00], [-0.02, 0.02, 0.04], [-0.01, -0.03, 0.01], [-0.02, 0.03, -0.01], [-0.02, 0.00, 0.06], [-0.02, -0.05, 0.04], [0.00, 0.04, 0.01], [0.00, -0.01, 0.00], [-0.02, 0.01, 0.00], [0.02, 0.02, -0.01], [0.01, 0.01, -0.01], [0.01, -0.03, 0.01], [0.01, 0.03, -0.02], [0.01, -0.01, -0.01], [0.00, -0.02, -0.01], [0.00, -0.01, 0.01], [0.00, 0.00, 0.00], [-0.02, -0.03, 0.03], [0.01, 0.06, -0.01], [-0.05, -0.05, 0.04], [-0.02, -0.09, 0.07], [0.00, 0.07, -0.02], [0.00, -0.01, 0.00], [-0.01, 0.01, 0.00], [0.02, 0.01, -0.01], [0.01, 0.00, -0.01], [0.00, -0.03, 0.01], [0.02, 0.02, -0.04], [0.01, 0.01, 0.01], [-0.01, -0.03, -0.01], [0.00, 0.00, 0.02], [0.00, 0.00, 0.00]], "e_tot_ha": -1681.30222, "charge": 1}

=====

No. 3
{"formula": "C24H34N3O5S", "method": "the ωB97M-V functional and the def2-TZVPD basis", "elements": ["C", "O", "C", "C", "C", "C", "N", "C", "C", "C", "C", "C", "C", "S", "N", "O", "O", "C", "C", "C", "C", "C", "O", "C", "C", "O", "N", "C", "C", "C", "C", "C", "C", "H", "H", "H", "H", "H", "H", "H", "H", "H", "H", "H", "H", "H", "H", "H", "H", "H", "H", "H", "H", "H", "H", "H", "H", "H", "H", "H", "H", "H", "H", "H", "H", "H", "H"], "positions_angstrom": [[2.1531, 1.5000, 3.2415], [2.2079, 2.3563, 2.1083], [1.1298, 2.6110, 1.3414], [1.3803, 3.4959, 0.3006], [0.3999, 3.8677, -0.6144], [0.8166, 4.7435, -1.7599], [1.7663, 3.9444, -2.6073], [1.1251, 3.1054, -3.6491], [2.0049, 1.8866, -3.9429], [1.8863, 0.9032, -2.8047], [0.9345, -0.1085, -2.8785], [0.7494, -0.9751, -1.8182], [1.4875, -0.8010, -0.6664], [1.2671, -1.9392, 0.6925], [2.7909, -2.6579, 0.6287], [1.2061, -1.2691, 1.9576], [0.2896, -2.9330, 0.3663], [2.4439, 0.1856, -0.5710], [2.6515, 1.0334, -1.6492], [-0.8729, 3.3453, -0.4811], [-1.1507, 2.4802, 0.5629], [-0.1778, 2.0830, 1.4734], [-0.4136, 1.2669, 2.5258], [-1.5407, 0.4334, 2.5467], [-1.5998, -0.5235, 1.3446], [-0.8862, -0.3775, 0.3660], [-2.5341, -1.4676, 1.4749], [-2.7854, -2.5210, 0.5045], [-4.1643, -2.3398, -0.1317], [-4.4252, -3.4517, -1.1442], [-4.3214, -4.8181, -0.4744], [-2.9475, -4.9945, 0.1646], [-2.6770, -3.8866, 1.1781], [3.1712, 1.4963, 3.6297], [1.4770, 1.8958, 4.0000], [1.8512, 0.4886, 2.9670], [2.3792, 3.9055, 0.2482], [1.3440, 5.6273, -1.3959], [-0.0307, 5.0617, -2.3666], [2.4779, 4.5416, -3.0382], [2.2309, 3.2886, -1.9481], [0.9573, 3.7085, -4.5427], [0.1643, 2.7633, -3.2593], [3.0407, 2.1963, -4.0956], [1.6587, 1.4215, -4.8650], [0.3452, -0.2220, -3.7760], [0.0288, -1.7742, -1.8545], [2.7584, -3.5591, 0.1799], [3.2120, -2.7334, 1.5409], [3.0190, 0.2840, 0.3345], [3.4563, 1.7568, -1.5938], [-1.6568, 3.6192, -1.1699], [-2.1499, 2.0879, 0.6512], [-1.4299, -0.1456, 3.4665], [-2.4733, 1.0152, 2.5975], [-3.0543, -1.5312, 2.3375], [-2.0010, -2.4311, -0.2504], [-4.2197, -1.3640, -0.6190], [-4.9281, -2.3729, 0.6493], [-5.4164, -3.3241, -1.5827], [-3.6898, -3.3864, -1.9487], [-4.4920, -5.6047, -1.2108], [-5.0941, -4.9062, 0.2924], [-2.8887, -5.9649, 0.6595], [-2.1754, -4.9628, -0.6059], [-1.6719, -3.9942, 1.5864], [-3.4014, -3.9494, 1.9947]], "forces_ev_per_angstrom": [[0.09, -0.36, 0.49], [-0.05, 0.12, -0.29], [-0.16, 0.07, -0.16], [-0.33, -0.02, 0.12], [0.12, -0.06, 0.06], [-0.44, 0.21, 0.56], [0.39, -0.01, 0.11], [-0.19, -0.48, -0.62], [-0.13, -0.05, 0.21], [0.12, 0.01, -0.07], [0.08, -0.02, 0.10], [-0.09, -0.02, -0.06], [-0.06, -0.20, 0.13], [1.30, -0.88, 0.01], [-0.60, 0.41, 0.06], [0.19, 0.14, -0.05], [0.02, 0.05, -0.36], [0.01, 0.05, 0.07], [-0.05, -0.22, -0.02], [0.06, 0.10, -0.02], [0.08, -0.02, 0.18], [0.17, 0.41, -0.16], [0.16, 0.03, -0.08], [-0.04, -0.09, -0.13], [-0.27, 0.34, 0.33], [-0.39, 0.17, -0.03], [-0.09, -0.22, 0.16], [-0.26, -0.08, -0.03], [0.30, -0.05, -0.29], [-0.26, -0.03, 0.25], [0.23, -0.01, -0.26], [-0.28, -0.01, 0.26], [0.30, 0.03, -0.31], [-0.08, 0.01, 0.00], [0.07, -0.01, -0.03], [0.10, 0.24, 0.08], [0.20, 0.07, 0.02], [0.07, -0.07, -0.16], [0.13, -0.05, -0.10], [-0.08, -0.16, 0.11], [-0.07, 0.35, -0.26], [0.02, 0.12, 0.17], [0.06, 0.16, 0.05], [0.05, 0.01, -0.08], [0.03, 0.08, -0.04], [-0.08, -0.05, -0.11], [-0.16, -0.07, -0.08], [-0.10, -0.18, -0.19], [-0.03, 0.10, 0.29], [0.17, 0.09, 0.12], [0.11, 0.07, 0.01], [-0.12, 0.02, -0.11], [-0.10, -0.09, 0.03], [-0.13, 0.05, -0.09], [0.12, -0.10, 0.02], [0.09, 0.10, 0.03], [-0.12, -0.01, 0.04], [-0.02, 0.06, 0.07], [-0.06, 0.05, 0.07], [0.04, 0.02, -0.09], [0.02, 0.01, -0.11], [-0.08, -0.05, 0.03], [-0.07, -0.05, 0.03], [0.09, -0.03, -0.04], [0.08, -0.06, -0.07], [-0.05, 0.01, 0.13], [-0.05, 0.01, 0.10]], "e_tot_ha": -1873.37165, "smiles": "COc1cc(C[NH2+]CCc2ccc(S(N)(=O)=O)cc2)ccc1OCC(=O)NC1CCCCC1", "charge": 1}